Molecular formula: C8H23N6
Method: DFT, ωB97M-V with the def2-TZVPD basis set

Last column: Löwdin charge in e.
Cartesian coordinates (Å):
C  -0.162  -1.361  0.635  -0.348
C  1.155  -0.703  -0.025  -0.465
C  0.779  0.131  -1.207  -0.509
C  1.894  0.111  1.001  -0.001
C  0.325  -0.694  -2.414  -0.007
C  -2.241  -0.902  1.758  0.009
C  -0.765  2.147  -1.561  -0.025
C  -1.329  2.044  1.175  0.070
N  -0.996  -0.338  1.147  -0.094
N  -0.332  1.090  -0.635  -0.091
N  0.183  -2.357  1.635  0.066
N  2.014  -1.808  -0.487  0.097
N  1.849  0.981  -1.509  0.126
N  -1.268  0.771  0.371  -0.106
H  -0.765  -1.916  -0.162  0.151
H  1.872  -0.498  1.877  0.078
H  1.295  1.038  1.269  0.098
H  2.841  0.213  0.659  0.059
H  -0.619  -1.318  -2.132  0.112
H  1.191  -1.319  -2.812  0.110
H  0.137  0.001  -3.297  0.100
H  -2.773  -0.198  2.263  0.051
H  -2.863  -1.460  1.153  0.075
H  -2.042  -1.653  2.575  0.126
H  -0.899  3.119  -1.027  0.092
H  -0.144  2.254  -2.357  0.055
H  -1.789  1.955  -1.847  0.093
H  -0.280  2.219  1.612  0.144
H  -1.791  2.803  0.526  0.098
H  -2.049  1.844  1.905  0.070
H  1.105  -2.880  1.413  0.127
H  0.297  -1.877  2.520  0.080
H  2.621  -2.194  0.194  0.068
H  1.398  -2.603  -0.737  0.101
H  1.988  1.177  -2.488  0.107
H  2.307  1.584  -0.873  0.094
H  -2.142  0.595  -0.119  0.188

The gap between HOMO and LUMO is 10.01 eV. Its net charge is +1. The multiplicity is 1. The strongest force on any atom is 4.89 eV/Å. As for the SMILES: CN1[C@H](N)[C@@](C)(N)[C@](C)(N)N(C)[N@@H+]1C. The HOMO energy is -12.5 eV. The value obtained for the relative energy (zero: lowest compared OMol25 entry of this formula, charge and spin) is 80.3 kcal per mole.